(1)
An isolated ion of composition C4H12N3 and charge +1 at a distorted geometry. Source: OMol25; level of theory: the ωB97M-V functional and the def2-TZVPD basis.

For the highest occupied orbital energy, the calculation gives -12.649 eV. For the gap between HOMO and LUMO, the calculation gives 9.0 eV. For the total energy, the calculation gives -323.5918 a.u. As for the SMILES: [H]/N=C\NCCC[NH3+]. The calculation puts the lowest unoccupied orbital energy at -3.68 eV. Its total charge is +1. Its strongest force on any atom is 1.74 eV/A. For the molar mass, the calculation gives 102.2 u.

Structure (XYZ):
```
19
Properties=species:S:1:pos:R:3:mulliken_charge:R:1
C -1.55 -0.97 -0.65 -0.4783
C -0.49 -0.10 -1.33 -0.8843
C 0.24 0.92 -0.48 -0.6137
N 1.72 2.58 1.39 -0.5557
C 1.72 1.35 1.44 0.0188
N 0.95 0.39 0.69 -0.3085
N -0.81 -1.91 0.36 -0.2867
H -1.95 -1.67 -1.39 0.3502
H -2.35 -0.51 -0.08 0.3327
H 0.07 -0.77 -2.01 0.4064
H -1.02 0.44 -2.13 0.3646
H 0.95 1.43 -1.15 0.3808
H -0.46 1.64 -0.05 0.3912
H 0.97 3.16 1.05 0.2550
H 2.41 0.77 2.08 0.3401
H 1.59 -0.35 0.43 0.2539
H -1.15 -2.85 0.20 0.3683
H 0.21 -1.91 0.31 0.2986
H -1.05 -1.66 1.32 0.3666
```

***

(2)
C54H55F3Ge2IrNOS5 as an isolated structure at a distorted geometry. Source: OMol25; level of theory: the ωB97M-V functional and the def2-TZVPD basis.

For the highest occupied orbital energy, the calculation gives -7.630 eV. For the gap between HOMO and LUMO, the calculation gives 7.1 eV. For the total energy, the calculation gives -8769.7405 a.u. The calculation puts the lowest unoccupied orbital energy at -0.52 eV. Its total charge is 0. Its strongest force on any atom is 2.17 eV/A. For the molar mass, the calculation gives 1288.8 u.

Structure (XYZ):
```
122
Properties=species:S:1:pos:R:3:mulliken_charge:R:1
Ir 0.89 -0.78 0.21 1.6062
F -1.78 1.41 3.96 -0.2006
C -2.83 1.28 3.13 0.4510
F -3.69 2.26 3.47 -0.3196
F -3.42 0.12 3.47 -0.2194
C -2.45 1.35 1.68 -0.0688
C -2.95 2.32 0.84 -0.3711
C -2.52 2.36 -0.48 -0.8526
C -1.55 1.46 -0.88 -0.4666
N -1.06 0.53 -0.08 -0.4567
C -1.52 0.42 1.18 0.6565
S -0.88 -0.89 2.07 -0.1241
H -3.67 3.03 1.21 0.5118
H -2.92 3.10 -1.15 0.4280
H -1.14 1.47 -1.89 0.5166
C -0.81 -6.33 0.21 -1.6884
C 0.36 -5.82 -0.57 1.1074
C 0.18 -5.20 -1.80 -1.3826
C 1.25 -4.71 -2.54 1.8516
C 1.01 -4.02 -3.85 -1.9410
C 2.54 -4.86 -2.04 0.3912
C 2.75 -5.51 -0.83 0.0666
C 4.13 -5.75 -0.30 -1.0367
C 1.66 -5.96 -0.10 -0.2510
C 3.69 -4.43 -2.87 -0.6873
C 4.24 -5.34 -3.77 0.3043
C 5.29 -4.98 -4.59 -1.0763
C 5.80 -3.70 -4.53 0.1525
C 5.28 -2.77 -3.63 0.0423
C 4.23 -3.15 -2.80 -0.7131
Ge 3.52 -1.78 -1.48 0.7897
S 1.79 -0.62 -2.18 -0.7086
S 5.14 -0.59 -0.36 0.0604
Ge 3.84 -0.80 1.51 0.2733
S 2.28 0.77 1.52 -0.7544
S 2.69 -2.64 0.58 -0.8393
C 4.81 -1.09 3.26 0.0200
C 4.17 -1.78 4.29 -0.7497
C 4.80 -1.92 5.52 0.1085
C 6.05 -1.37 5.73 -1.0528
C 6.68 -0.69 4.70 0.2738
C 6.07 -0.54 3.46 -0.8875
C 6.83 0.19 2.42 0.2613
C 6.66 1.57 2.26 1.5082
C 5.60 2.29 3.04 -1.5783
C 7.51 2.26 1.41 -1.1791
C 8.53 1.61 0.72 0.5010
C 9.52 2.40 -0.09 -1.7548
C 8.65 0.23 0.86 -0.5116
C 7.81 -0.48 1.69 1.0845
C 7.96 -1.97 1.85 -1.7968
C 2.83 -2.38 4.10 0.7868
C 1.69 -1.66 4.45 0.9159
C 1.78 -0.28 5.02 -1.6503
C 0.45 -2.28 4.33 -0.9760
C 0.32 -3.56 3.83 0.9018
C -1.03 -4.17 3.62 -1.6886
C 1.48 -4.28 3.53 -0.2792
C 2.73 -3.71 3.68 0.7273
C 3.97 -4.51 3.40 -1.6029
C 5.83 -1.40 -3.56 0.1680
C 5.24 -0.36 -4.28 0.8960
C 4.08 -0.64 -5.20 -1.5058
C 5.74 0.92 -4.15 -1.0811
C 6.83 1.19 -3.33 0.5661
C 7.31 2.59 -3.13 -1.3741
C 7.44 0.13 -2.67 -0.0790
C 6.96 -1.16 -2.78 0.4214
C 7.63 -2.30 -2.06 -1.3995
H -1.69 -5.72 0.04 0.3648
H -0.59 -6.34 1.27 0.2725
H -1.04 -7.35 -0.10 0.3737
H -0.82 -5.11 -2.21 0.3819
H -0.04 -4.07 -4.13 0.4496
H 1.61 -4.48 -4.64 0.3796
H 1.31 -2.97 -3.78 0.2467
H 4.84 -5.04 -0.71 0.0415
H 4.46 -6.75 -0.57 0.4359
H 4.14 -5.67 0.78 -0.0007
H 1.83 -6.45 0.85 0.3711
H 3.82 -6.34 -3.82 0.5314
H 5.72 -5.70 -5.28 0.4245
H 6.62 -3.39 -5.16 0.5469
H 4.29 -2.46 6.30 0.5493
H 6.53 -1.47 6.69 0.4322
H 7.66 -0.27 4.85 0.5371
H 5.65 2.02 4.10 0.3233
H 4.61 2.01 2.67 0.1335
H 5.72 3.37 2.95 0.4722
H 7.39 3.32 1.29 0.3911
H 9.07 3.31 -0.47 0.3606
H 9.91 1.82 -0.93 0.3337
H 10.36 2.67 0.54 0.4001
H 9.43 -0.29 0.32 0.4201
H 8.70 -2.35 1.15 0.4558
H 7.01 -2.47 1.67 0.0959
H 8.28 -2.21 2.86 0.4130
H 2.64 0.26 4.62 0.2324
H 1.89 -0.33 6.10 0.3581
H 0.88 0.28 4.80 0.2168
H -0.43 -1.72 4.61 0.5658
H -1.79 -3.62 4.16 0.3590
H -1.04 -5.21 3.94 0.5055
H -1.27 -4.13 2.56 0.1351
H 1.40 -5.30 3.19 0.2757
H 3.70 -5.50 3.06 0.4604
H 4.57 -4.61 4.31 0.4091
H 4.59 -4.03 2.65 0.1091
H 4.27 -1.53 -5.80 0.2899
H 3.90 0.21 -5.85 0.5256
H 3.18 -0.82 -4.62 0.1489
H 5.26 1.73 -4.68 0.3964
H 6.98 3.24 -3.95 0.4592
H 8.40 2.63 -3.07 0.3465
H 6.92 2.99 -2.20 0.1794
H 8.29 0.32 -2.03 0.2374
H 8.43 -1.92 -1.44 0.3723
H 8.02 -3.02 -2.77 0.4001
H 6.91 -2.81 -1.42 0.0442
O -0.61 -2.53 -0.69 -0.5438
H -0.13 -3.37 -0.63 -0.0001
H -0.76 -2.36 -1.63 0.3348
```

***

- Number 2 is which compound?
  C54H55F3Ge2IrNOS5

***

- The highest lowest unoccupied orbital energy belongs to which entry?
  C54H55F3Ge2IrNOS5

***

- lowest unoccupied orbital energy of number 1 (C4H12N3)?
  -3.68 eV

***

- What is the formula in the first record?
  C4H12N3